Molecular formula: C12H38ClFN7O5P3S
Method: DFT, ωB97M-V/def2-TZVPD

The geometry in XYZ format:
```
68
Properties=species:S:1:pos:R:3:forces:R:3
O 1.964 0.537 0.808 -0.1 -0.3 0.1
P 1.154 1.419 -0.037 1.7 -0.2 0.5
N -0.350 0.718 -0.594 -0.5 -0.1 0.2
Cl -0.272 -0.997 -0.697 0.2 0.0 -0.1
S -1.680 1.283 0.241 0.2 2.1 0.4
O -1.995 2.539 -0.335 -0.1 -0.1 -0.5
O -1.494 1.257 1.644 -0.1 -1.0 0.1
F -2.772 0.284 -0.168 0.2 -0.4 -0.1
H 0.863 2.643 0.590 -0.7 0.0 -0.4
H 1.866 1.715 -1.213 -0.6 0.1 -0.2
O -2.128 -2.146 -3.985 -2.9 0.9 1.5
P -2.967 -3.281 -4.477 4.3 -3.4 -3.5
N -2.184 -4.615 -3.700 -0.3 0.2 0.5
C -2.249 -5.994 -4.151 -0.3 -0.3 -0.2
C -2.289 -4.587 -2.241 0.2 0.4 0.2
N -2.511 -3.214 -6.148 0.3 0.1 0.0
C -1.944 -4.348 -6.857 -0.5 -0.4 -0.1
C -1.778 -2.017 -6.556 0.0 0.2 0.2
N -4.446 -4.146 -4.855 -1.2 2.5 1.1
C -5.172 -3.737 -6.078 0.0 -0.1 -0.4
C -5.432 -3.937 -3.755 0.2 -0.5 0.4
H -3.245 -6.443 -4.050 0.0 0.0 0.0
H -1.557 -6.597 -3.557 0.0 0.2 0.1
H -1.920 -6.113 -5.177 -0.1 0.1 0.0
H -3.279 -4.892 -1.876 0.1 -0.1 0.0
H -2.077 -3.587 -1.861 -0.1 0.0 -0.1
H -1.558 -5.264 -1.793 0.0 0.0 -0.1
H -0.947 -4.615 -6.485 0.0 0.0 0.0
H -1.858 -4.115 -7.921 0.1 0.2 0.0
H -2.593 -5.224 -6.811 0.0 0.0 0.1
H -0.724 -2.055 -6.257 0.0 0.1 0.0
H -2.220 -1.117 -6.137 0.0 0.0 0.1
H -1.820 -1.913 -7.644 -0.1 -0.2 0.0
H -5.374 -2.664 -6.105 -0.1 0.0 0.0
H -6.124 -4.271 -6.115 0.0 0.0 0.3
H -4.645 -4.009 -6.986 0.2 0.1 0.1
H -5.717 -2.885 -3.656 -0.1 0.0 -0.1
H -5.029 -4.261 -2.795 0.1 0.0 -0.1
H -6.332 -4.523 -3.936 0.0 0.0 -0.1
O 2.147 3.766 2.847 1.8 2.7 -1.1
P 2.948 3.876 4.105 -2.3 -5.1 3.5
N 3.837 2.396 4.045 0.4 0.4 -0.4
C 4.419 1.729 5.196 0.2 0.1 0.4
C 4.777 2.318 2.927 -0.2 0.0 -0.5
N 1.641 3.738 5.234 -0.3 -0.1 -0.2
C 1.599 2.721 6.271 0.4 0.2 0.4
C 0.298 3.856 4.667 -0.1 0.1 -0.3
N 3.976 4.650 5.299 -0.2 2.3 -2.0
C 3.334 5.620 6.213 -0.2 0.0 0.4
C 5.028 5.444 4.600 0.5 -0.5 -0.1
H 5.256 2.281 5.647 0.0 0.0 0.0
H 4.800 0.753 4.886 0.0 0.1 -0.2
H 3.690 1.517 5.968 0.0 0.2 0.0
H 5.687 2.914 3.090 0.0 -0.1 0.0
H 4.304 2.657 2.005 0.0 0.0 0.1
H 5.090 1.286 2.764 -0.1 0.0 0.1
H 1.490 1.711 5.858 0.0 0.0 0.0
H 0.754 2.907 6.939 -0.1 0.0 -0.1
H 2.480 2.756 6.914 0.1 0.0 -0.1
H -0.023 2.935 4.165 0.0 0.0 0.0
H 0.238 4.673 3.953 0.1 -0.1 -0.1
H -0.419 4.078 5.462 0.1 -0.1 0.1
H 2.771 6.390 5.679 0.0 0.1 0.1
H 4.109 6.108 6.809 0.2 0.0 -0.2
H 2.669 5.145 6.926 -0.1 -0.2 -0.2
H 4.599 6.255 4.003 0.0 0.1 0.1
H 5.617 4.816 3.931 -0.1 -0.1 0.0
H 5.720 5.876 5.322 -0.1 0.0 0.1
```
Forces are in eV/Å.

Calculated values
Total charge: 0
LUMO energy (eV): 0.1
ΔE to the lowest compared entry with this formula, charge and spin (kJ/mol): 0.0
Orbital gap (eV): 8.4440